# 1
Molecular formula: C77H53BCrF4N2O21
Method: DFT, ωB97M-V/def2-TZVPD

As for the spin multiplicity: 5. The HOMO energy (alpha / beta) is -0.1078 / -0.1329 hartree. As for the total charge: -2.

Last column: Löwdin charge in e.
Element x y z (Å)
Cr  -2.101  -3.174  0.627  0.84
N  1.159  -4.034  0.506  -0.63
O  1.303  -4.594  1.589  0.00
O  0.078  -3.588  0.144  -0.09
O  2.100  -3.880  -0.223  -0.01
N  -1.313  -2.827  3.667  -0.60
O  -0.291  -3.542  3.732  -0.01
O  -1.726  -2.260  4.618  0.04
O  -1.844  -2.639  2.561  -0.12
C  -5.701  -3.635  0.658  -0.32
O  -5.931  -3.056  1.985  -0.08
O  -4.271  -3.450  0.398  -0.27
C  -6.386  -5.044  0.428  -0.57
F  -6.231  -5.573  -0.762  0.16
F  -5.954  -5.894  1.335  0.16
F  -7.766  -4.934  0.604  0.07
C  -7.089  -2.232  2.071  -0.27
C  -7.306  -1.745  3.550  -0.07
H  -6.727  -0.844  3.756  0.06
H  -8.384  -1.606  3.638  0.06
H  -6.891  -2.534  4.177  0.07
H  -8.005  -2.814  1.967  0.10
H  -6.983  -1.368  1.415  0.11
H  -6.246  -3.100  -0.120  0.13
B  -1.927  -1.317  -0.376  -0.47
H  -2.109  -2.246  -0.894  -0.07
H  -2.916  -1.165  0.029  -0.03
H  -1.238  -1.511  0.431  -0.04
H  -1.698  -0.491  -1.032  -0.02
C  -4.881  1.405  -1.265  -0.14
C  -5.008  1.734  0.241  -0.23
O  -4.744  3.109  0.310  0.18
C  -4.421  3.631  -0.784  -0.57
O  -4.091  4.742  -0.912  0.21
O  -4.611  2.614  -1.762  0.04
F  -4.075  1.050  0.998  0.07
H  -5.751  0.964  -1.752  0.14
H  -4.137  0.626  -1.428  0.11
H  -6.031  1.496  0.533  0.16
C  0.437  -3.067  -5.504  -0.06
C  0.163  -2.463  -4.255  -0.04
C  -0.688  -3.049  -3.370  0.01
C  -1.316  -4.280  -3.588  -0.05
C  -1.203  -4.785  -4.889  -0.06
C  -0.243  -4.211  -5.780  -0.03
C  -2.134  -5.890  -5.363  -0.28
O  -2.029  -6.260  -6.502  0.09
C  -2.980  -6.563  -4.285  -0.05
C  -3.791  -7.656  -4.716  -0.01
C  -4.609  -8.286  -3.797  -0.09
C  -4.596  -7.847  -2.523  -0.09
C  -3.827  -6.783  -2.105  -0.01
C  -2.932  -6.120  -2.924  -0.03
C  -2.083  -4.928  -2.497  -0.20
O  -2.100  -4.542  -1.326  0.07
H  1.074  -2.548  -6.206  0.10
H  0.829  -1.677  -3.931  0.09
H  -0.789  -2.578  -2.403  0.09
H  -0.032  -4.629  -6.753  0.11
H  -3.746  -7.944  -5.756  0.11
H  -5.297  -9.042  -4.146  0.10
H  -5.329  -8.296  -1.869  0.11
H  -3.959  -6.528  -1.064  0.12
C  2.452  0.631  2.359  -0.03
C  1.787  -0.673  2.344  0.02
C  2.332  -1.760  3.066  0.01
C  3.508  -1.633  3.765  -0.03
C  4.207  -0.356  3.731  -0.08
C  3.622  0.748  3.090  -0.03
C  5.513  -0.168  4.369  -0.30
O  6.138  0.914  4.258  0.05
C  6.069  -1.332  5.049  -0.04
C  7.393  -1.266  5.569  -0.02
C  8.018  -2.391  6.016  -0.11
C  7.421  -3.672  6.089  -0.04
C  6.094  -3.743  5.603  0.00
C  5.416  -2.623  5.087  -0.08
C  4.098  -2.834  4.558  -0.22
O  3.383  -3.890  4.712  0.08
H  1.849  1.403  1.904  0.08
H  0.837  -0.908  1.888  0.10
H  1.823  -2.713  3.056  0.09
H  4.010  1.755  3.036  0.12
H  8.072  -0.429  5.653  0.11
H  8.980  -2.258  6.488  0.09
H  7.967  -4.489  6.538  0.09
H  5.582  -4.694  5.607  0.11
C  2.096  -0.613  -1.438  0.00
C  1.613  0.450  -2.256  -0.05
C  2.366  1.588  -2.370  -0.04
C  3.476  1.862  -1.595  -0.07
C  4.011  0.835  -0.750  -0.06
C  3.296  -0.391  -0.713  0.02
C  5.262  1.004  0.052  -0.27
O  5.663  0.134  0.789  0.12
C  5.962  2.347  -0.220  -0.05
C  7.123  2.677  0.493  0.02
C  7.915  3.785  0.126  -0.06
C  7.368  4.691  -0.707  -0.11
C  6.255  4.428  -1.428  -0.02
C  5.510  3.290  -1.157  -0.08
C  4.229  3.129  -1.892  -0.26
O  3.777  3.936  -2.715  0.06
H  1.604  -1.574  -1.427  0.09
H  0.667  0.224  -2.726  0.09
H  1.878  2.199  -3.115  0.10
H  3.593  -1.282  -0.180  0.12
H  7.481  1.958  1.215  0.12
H  8.885  3.883  0.590  0.10
H  7.839  5.643  -0.899  0.11
H  5.899  5.235  -2.051  0.12
C  0.721  6.513  -6.486  -0.04
C  1.383  6.306  -5.198  -0.04
C  0.862  5.403  -4.257  0.02
C  -0.301  4.645  -4.586  -0.07
C  -0.992  4.898  -5.809  -0.07
C  -0.461  5.800  -6.687  -0.05
C  -2.352  4.239  -6.078  -0.28
O  -3.060  4.647  -6.984  0.09
C  -2.633  3.007  -5.354  -0.08
C  -3.655  2.160  -5.728  -0.02
C  -4.006  1.042  -5.031  -0.06
C  -3.308  0.762  -3.910  -0.09
C  -2.263  1.501  -3.405  0.00
C  -1.943  2.633  -4.137  -0.02
C  -0.779  3.580  -3.677  -0.23
O  -0.318  3.416  -2.547  0.07
H  1.088  7.216  -7.219  0.09
H  2.272  6.903  -5.060  0.09
H  1.357  5.168  -3.326  0.10
H  -0.826  5.799  -7.703  0.11
H  -4.262  2.290  -6.612  0.12
H  -4.866  0.439  -5.285  0.12
H  -3.455  -0.128  -3.316  0.12
H  -1.631  1.268  -2.561  0.11
C  1.192  5.145  7.814  -0.05
C  2.103  5.837  7.000  -0.11
C  2.224  5.709  5.676  -0.05
C  1.580  4.652  5.010  -0.05
C  0.692  3.806  5.812  -0.04
C  0.580  4.074  7.173  -0.04
C  -0.121  2.696  5.052  -0.21
O  -0.739  1.888  5.745  0.10
C  -0.157  2.822  3.511  -0.08
C  -1.030  1.915  2.839  0.03
C  -1.020  1.851  1.468  -0.06
C  -0.346  2.773  0.751  -0.05
C  0.505  3.668  1.385  0.00
C  0.555  3.723  2.783  -0.13
C  1.605  4.553  3.503  -0.18
O  2.537  5.180  2.840  0.01
H  1.104  5.183  8.890  0.10
H  2.588  6.715  7.400  0.10
H  2.813  6.483  5.207  0.12
H  -0.002  3.329  7.695  0.11
H  -1.452  1.050  3.329  0.13
H  -1.679  1.145  0.984  0.09
H  -0.215  2.565  -0.301  0.09
H  1.096  4.376  0.822  0.12

=====

# 2
Molecular formula: C77H68F3GaNO24S
Method: DFT, ωB97M-V/def2-TZVPD

As for the spin multiplicity: 1. The HOMO energy is -0.2111 hartree. As for the total charge: -1.

Last column: Löwdin charge in e.
Element x y z (Å)
C  2.930  0.870  0.596  -0.11
O  3.382  -0.372  0.101  -0.19
C  2.987  -0.544  -1.257  -0.23
C  1.457  -0.713  -1.387  -0.18
C  1.101  -1.662  -2.544  -0.20
C  -0.417  -1.996  -2.564  -0.21
C  -1.173  -1.368  -3.743  -0.18
C  -1.078  0.199  -3.812  -0.20
C  -2.346  0.912  -3.308  -0.27
C  -2.691  0.608  -1.820  -0.23
Ga  -3.080  2.329  -0.794  0.41
N  -4.850  2.974  -1.159  -0.10
C  -1.719  3.709  -1.434  -0.20
O  -1.377  4.767  -0.479  -0.12
C  -0.229  5.372  -0.901  -0.33
C  -0.164  6.057  -2.094  -0.03
C  0.989  6.628  -2.542  -0.10
C  2.147  6.524  -1.800  -0.15
C  2.065  5.856  -0.607  -0.11
C  0.914  5.275  -0.140  0.00
S  -2.954  1.796  1.497  0.69
O  -3.432  2.834  2.399  -0.40
O  -3.813  0.622  1.671  -0.41
C  -1.268  1.219  2.084  -0.70
F  -1.371  0.653  3.292  0.12
F  -0.835  0.252  1.262  0.10
F  -0.415  2.238  2.136  0.13
H  1.874  0.840  0.894  0.07
H  3.505  1.103  1.500  0.09
H  3.109  1.695  -0.109  0.09
H  3.479  -1.436  -1.664  0.12
H  3.321  0.310  -1.858  0.08
H  1.131  -1.212  -0.466  0.12
H  1.015  0.280  -1.504  0.10
H  1.663  -2.596  -2.401  0.10
H  1.426  -1.252  -3.512  0.11
H  -0.515  -3.081  -2.675  0.08
H  -0.846  -1.744  -1.592  0.09
H  -2.246  -1.579  -3.657  0.11
H  -0.831  -1.789  -4.697  0.09
H  -0.161  0.569  -3.343  0.09
H  -0.982  0.433  -4.885  0.10
H  -2.210  1.990  -3.479  0.08
H  -3.217  0.612  -3.906  0.10
H  -3.493  -0.129  -1.710  0.05
H  -1.798  0.184  -1.345  0.02
H  -4.733  3.760  -1.791  -0.04
H  -5.311  2.231  -1.676  -0.03
H  -0.790  3.185  -1.712  0.07
H  -2.106  4.135  -2.372  0.06
H  -1.040  6.141  -2.730  0.12
H  0.997  7.135  -3.502  0.11
H  3.087  6.944  -2.139  0.10
H  2.970  5.745  -0.011  0.11
H  0.840  4.733  0.797  0.12
C  -4.994  2.759  7.778  0.03
C  -4.967  4.060  7.505  0.02
C  -4.767  4.549  6.119  -0.38
O  -4.737  5.742  5.866  0.07
C  -4.600  3.539  5.051  0.03
C  -4.626  2.236  5.322  0.04
C  -4.826  1.743  6.705  -0.38
O  -4.853  0.557  6.960  0.10
H  -5.138  2.383  8.783  0.12
H  -5.089  4.810  8.273  0.09
H  -4.454  3.913  4.046  0.10
H  -4.503  1.487  4.549  0.12
C  -0.997  6.709  4.983  0.04
C  -1.656  6.301  6.067  0.04
C  -1.099  6.506  7.424  -0.37
O  -1.697  6.137  8.415  0.09
C  0.218  7.181  7.534  0.02
C  0.875  7.588  6.453  0.02
C  0.319  7.385  5.090  -0.39
O  0.921  7.759  4.107  0.11
H  -1.387  6.568  3.982  0.13
H  -2.616  5.809  6.006  0.09
H  0.605  7.321  8.535  0.12
H  1.837  8.082  6.511  0.12
C  -1.600  -5.148  1.265  0.02
C  -1.717  -4.411  0.164  0.03
C  -2.395  -4.938  -1.049  -0.37
O  -2.494  -4.260  -2.049  0.10
C  -2.938  -6.317  -0.984  0.03
C  -2.821  -7.056  0.118  0.01
C  -2.142  -6.526  1.326  -0.38
O  -2.038  -7.199  2.332  0.09
H  -1.109  -4.782  2.158  0.12
H  -1.329  -3.401  0.098  0.12
H  -3.430  -6.684  -1.877  0.12
H  -3.212  -8.069  0.198  0.08
C  3.710  2.139  -5.228  0.01
C  4.244  3.002  -6.089  0.03
C  4.314  4.452  -5.777  -0.39
O  4.798  5.244  -6.561  0.09
C  3.767  4.900  -4.469  0.03
C  3.235  4.032  -3.612  0.04
C  3.170  2.589  -3.929  -0.35
O  2.687  1.795  -3.150  0.10
H  3.640  1.083  -5.429  0.09
H  4.647  2.694  -7.047  0.12
H  3.824  5.960  -4.260  0.11
H  2.826  4.330  -2.656  0.10
C  2.083  -4.518  -5.472  0.03
C  2.661  -3.320  -5.459  0.02
C  2.409  -2.335  -6.537  -0.37
O  2.939  -1.241  -6.523  0.07
C  1.489  -2.731  -7.629  0.03
C  0.911  -3.928  -7.643  0.03
C  1.162  -4.918  -6.565  -0.38
O  0.635  -6.008  -6.577  0.11
H  2.254  -5.252  -4.694  0.13
H  3.334  -3.008  -4.669  0.12
H  1.319  -1.995  -8.405  0.12
H  0.237  -4.237  -8.432  0.12
C  -5.163  -2.902  3.041  0.03
C  -5.265  -2.179  1.926  0.04
C  -5.931  -2.726  0.717  -0.38
O  -6.029  -2.079  -0.303  0.12
C  -6.479  -4.105  0.799  0.02
C  -6.375  -4.822  1.913  0.01
C  -5.709  -4.277  3.123  -0.40
O  -5.621  -4.940  4.138  0.09
H  -4.681  -2.523  3.934  0.12
H  -4.871  -1.172  1.849  0.08
H  -6.961  -4.486  -0.093  0.12
H  -6.766  -5.828  1.991  0.11
C  8.472  -1.028  -4.823  0.02
C  7.434  -0.454  -4.220  0.04
C  6.092  -0.449  -4.850  -0.35
O  5.134  0.064  -4.315  0.10
C  5.946  -1.104  -6.170  0.03
C  6.985  -1.679  -6.773  0.03
C  8.328  -1.686  -6.146  -0.37
O  9.277  -2.211  -6.694  0.08
H  9.462  -1.044  -4.384  0.12
H  7.517  0.028  -3.254  0.13
H  4.954  -1.083  -6.603  0.09
H  6.900  -2.164  -7.738  0.12
C  -5.553  6.775  12.420  0.02
C  -5.364  8.077  12.614  0.02
C  -4.672  8.914  11.601  -0.39
O  -4.499  10.101  11.781  0.10
C  -4.203  8.243  10.365  0.03
C  -4.392  6.940  10.171  0.02
C  -5.083  6.105  11.182  -0.38
O  -5.259  4.917  11.006  0.10
H  -6.054  6.147  13.146  0.12
H  -5.700  8.585  13.509  0.12
H  -3.702  8.869  9.638  0.12
H  -4.053  6.435  9.276  0.09
C  11.491  -5.098  -5.755  0.02
C  11.978  -3.952  -6.225  0.02
C  13.440  -3.737  -6.359  -0.38
O  13.888  -2.694  -6.785  0.11
C  14.337  -4.847  -5.950  0.02
C  13.849  -5.991  -5.480  0.02
C  12.386  -6.207  -5.346  -0.39
O  11.943  -7.253  -4.919  0.10
H  10.428  -5.274  -5.649  0.12
H  11.337  -3.134  -6.528  0.09
H  15.400  -4.671  -6.056  0.12
H  14.486  -6.812  -5.176  0.12
C  -6.649  -10.217  1.432  0.02
C  -7.297  -10.657  2.506  0.02
C  -6.792  -10.385  3.877  -0.39
O  -7.385  -10.789  4.854  0.11
C  -5.539  -9.602  4.000  0.03
C  -4.888  -9.162  2.926  0.04
C  -5.395  -9.436  1.560  -0.36
O  -4.802  -9.030  0.579  0.08
H  -7.000  -10.405  0.425  0.12
H  -8.214  -11.229  2.436  0.12
H  -5.187  -9.412  5.006  0.13
H  -3.971  -8.587  2.995  0.11

=====

Let's list total energy in order: -166644.9662 -202935.3697 eV.